Entry from OMol25: C7H12N3Pb as an isolated structure at a distorted geometry (the ωB97M-V functional and the def2-TZVPD basis).

Geometry (Å):
C 0.04989 0.86082 -3.76416
Pb 0.36663 -0.57711 -2.02321
N -0.61216 -2.20779 -0.17288
H 1.89393 -1.47724 -2.39063
H 0.18007 -2.27679 0.47836
H -0.86082 0.12370 -3.21181
H 0.35901 0.37312 -4.68135
H 0.90787 1.22770 -3.17480
H -0.51983 1.74688 -4.01287
H -1.38751 -1.79330 0.35850
H -0.87287 -3.15640 -0.43973
N 2.83679 -0.43487 3.84511
C 1.94664 -0.07692 3.17066
C 0.83871 0.35273 2.34011
C -0.42632 0.57554 2.89529
C -1.46175 0.95729 2.05548
C -1.21553 1.09137 0.69114
N -0.01145 0.81908 0.13923
C 1.02419 0.51309 0.96451
H -0.57200 0.43227 3.97031
H -2.46546 1.14251 2.44396
H -2.00654 1.41396 0.01041
H 2.00850 0.37034 0.50834

Cartesian forces (eV/Å) of the 3 atoms listed first:
-3.158 0.619 -2.275
0.186 -4.000 4.478
0.079 -0.530 1.006

Maximum force = 6.01 eV/A
Kohn-Sham gap = 6.85 eV
Electronic energy = -17160.52701 eV
Charge = +1

Entry from OMol25: a 2-piece molecular cluster, C6H6I2S2 overall at a distorted geometry (the ωB97M-V functional and the def2-TZVPD basis).

Geometry (Å):
C 2.68992 2.09040 -0.61789
C 2.64468 0.88335 -0.05082
C -2.79557 -0.75715 0.94717
C -1.49354 -0.68846 1.08935
C 1.47590 -0.07846 -0.19014
C 0.15689 0.45141 -0.58985
S 1.24961 3.01454 -1.07357
S -0.24197 2.01566 0.04625
I 4.53335 -0.16185 0.33908
I -0.31242 -1.23288 2.82164
H 3.55706 2.54373 -0.75530
H -3.42896 -0.89490 1.71787
H -3.22157 -0.63762 0.05019
H 1.65116 -1.00364 -0.84379
H 1.52059 -0.55310 0.91702
H -0.23069 -0.11166 -1.41530

Cartesian forces (eV/Å) of the 3 atoms listed first:
-3.778 -2.099 1.404
0.461 -0.919 -2.015
3.432 0.161 0.814

Maximum force = 4.54 eV/A
Kohn-Sham gap = 6.98 eV
Electronic energy = -44185.14189 eV
Charge = 0

Entry from OMol25: C25H21BeBr2N6SeSi as an isolated structure (the ωB97M-V functional and the def2-TZVPD basis).

Geometry (Å):
Be 0.05621 -0.42223 -0.22576
Se 5.60239 2.94196 -3.06469
N 4.73545 3.10128 -1.52013
C 3.71674 2.28952 -1.56100
C 2.76281 2.15079 -0.44235
C 2.86709 2.74816 0.76504
C 1.93094 2.32517 1.78984
C 0.86025 1.56149 1.54390
N 0.49547 1.19894 0.17007
C 1.69796 1.24558 -0.70612
C 1.58562 0.45971 -1.82374
N 0.52955 -0.42665 -1.83499
C 0.36073 -1.23688 -2.91229
C 1.17752 -1.18714 -4.00360
C 2.26777 -0.27422 -4.00340
C 2.48780 0.53675 -2.93142
C 3.57425 1.51060 -2.78441
N 4.47855 1.71679 -3.70128
H 3.67944 3.41933 0.99954
H 2.11859 2.60748 2.81888
H 0.17622 1.21730 2.31071
H -0.46932 -1.93186 -2.86430
H 0.99713 -1.83886 -4.84470
H 2.93390 -0.21548 -4.85535
Br 3.24638 -4.64109 3.35384
C 2.37776 -3.38789 2.27316
C 3.11133 -2.53885 1.46263
C 2.42584 -1.62366 0.68173
N 1.09588 -1.53914 0.70088
C 0.39398 -2.36642 1.48172
C 0.98905 -3.31328 2.28501
C -1.07266 -2.13630 1.36426
C -2.03377 -2.82688 2.06920
C -3.36746 -2.49789 1.85859
Br -4.70720 -3.41119 2.78095
C -3.69555 -1.49195 0.96458
C -2.66660 -0.85015 0.30074
N -1.38299 -1.16568 0.48784
H 4.19003 -2.58452 1.43180
H 2.93993 -0.92994 0.02919
H 0.40946 -3.97939 2.90676
H -1.76522 -3.60649 2.76651
H -4.72213 -1.20973 0.78305
H -2.87448 -0.05434 -0.39779
C -1.40685 1.87596 -2.16343
Si -0.71838 2.45186 -0.52788
C 0.09121 4.08611 -0.81503
C -2.08168 2.63620 0.72514
H -2.20792 2.58292 -2.40017
H -1.80643 0.86623 -2.24164
H -0.64169 1.97241 -2.93869
H -0.66912 4.76981 -1.20386
H 0.89005 4.01996 -1.55325
H 0.49896 4.51064 0.10238
H -2.81996 3.32389 0.30395
H -1.71325 3.07731 1.65451
H -2.60017 1.70799 0.97257

Cartesian forces (eV/Å) of the 3 atoms listed first:
0.120 -0.270 0.261
0.121 0.080 -0.072
-0.044 -0.017 -0.007

Maximum force = 0.66 eV/A
Kohn-Sham gap = 4.69 eV
Electronic energy = -248916.02220 eV
Charge = +1

Entry from OMol25: C4H10F10Li4N5O22S10 as an isolated structure at a distorted geometry (the ωB97M-V functional and the def2-TZVPD basis).

Geometry (Å):
Li 1.27048 -3.12468 0.05585
Li -2.25826 0.74956 -1.60480
Li 2.95973 0.75735 3.18785
Li -0.92150 -1.93689 -1.99389
N -0.04987 -1.71224 -0.19530
S 0.68661 -0.15744 -0.16987
O 1.37125 0.15338 1.12540
O 0.05423 0.91472 -0.92735
F 1.88043 -0.58549 -1.12170
S -1.10537 -1.22404 0.80735
O -2.01587 -0.24958 0.16998
O -0.81998 -1.31997 2.25762
F -1.87641 -2.59038 0.62886
N 1.65125 1.74165 4.13920
S 0.54109 0.91197 5.17987
O 0.08427 -0.40901 4.76174
O -0.39012 1.73753 5.93326
F 1.65428 0.44425 6.33187
S 0.53418 2.39899 3.32355
O 0.20618 3.76169 3.76095
O -0.48276 1.63826 2.66875
F 1.49465 2.63471 2.08640
N 1.47349 -4.02563 -1.61516
S 1.54296 -3.70147 -3.13537
O 0.40261 -2.96387 -3.69156
O 2.21394 -4.76265 -3.81404
F 2.71413 -2.57599 -3.07589
S 0.00460 -4.93563 -1.92033
O -0.03383 -6.02324 -2.86446
O -1.22934 -4.13086 -1.68103
F 0.19722 -5.85159 -0.54566
N -1.83115 -6.13702 3.92515
S -1.96119 -5.42069 2.59298
O -2.79895 -5.95614 1.54208
O -0.75149 -4.72165 2.07693
F -2.79613 -4.25967 3.27043
S -0.92576 -7.47419 3.18772
O 0.41317 -7.24568 2.68757
O -1.73889 -8.38372 2.44320
F -0.80319 -8.17452 4.58018
N -3.52346 2.03027 -0.82862
S -3.64800 3.16193 -1.79360
O -2.37406 3.85537 -2.03707
O -4.95010 3.81865 -1.92635
F -3.58195 2.20769 -3.11545
S -3.13416 3.11330 0.47865
O -4.05963 4.15404 0.94658
O -1.71879 3.33896 0.80467
F -3.39703 1.93595 1.59624
C 0.85477 3.88101 -4.33575
O 1.44315 5.09841 -3.96047
C 1.34944 5.43271 -2.61373
C 1.95077 4.47056 -1.56831
O 3.23088 3.99926 -1.93211
C 3.66093 2.88425 -1.18979
H 1.05611 3.74406 -5.39820
H -0.18590 3.74403 -4.04191
H 1.40687 3.09265 -3.82412
H 0.35405 5.71477 -2.27061
H 1.91466 6.33620 -2.38496
H 1.21088 3.67878 -1.45111
H 1.94349 4.84373 -0.54421
H 2.97393 2.08285 -0.91796
H 4.19916 3.14843 -0.27950
H 4.46320 2.44188 -1.78035

Cartesian forces (eV/Å) of the 3 atoms listed first:
-0.033 -0.670 0.707
0.066 0.620 0.789
-0.344 0.008 -0.276

Maximum force = 11.53 eV/A
Kohn-Sham gap = 6.26 eV
Electronic energy = -193147.58181 eV
Charge = -1

Entry from OMol25: a 15-piece molecular cluster, CH29O17 overall at a distorted geometry (the ωB97M-V functional and the def2-TZVPD basis).

Geometry (Å):
C -0.60243 0.37217 0.08868
O -1.74143 0.18617 0.64268
O -0.01743 -0.62983 -0.57932
O 0.01357 1.42917 0.17368
H -0.61843 -1.32783 -0.82832
O 0.29857 -3.70783 0.53968
H -0.27643 -3.92883 -0.20832
H -0.03343 -2.82983 0.80568
O -2.11043 -2.51083 1.27068
H -1.97143 -3.23783 1.88868
H -1.61343 -1.78983 1.65668
O -4.34943 -0.56583 1.12768
H -4.66643 -0.10383 1.93368
H -3.36443 -0.39783 1.02468
O -2.77743 2.68317 1.16868
H -2.00043 2.19017 1.00868
H -2.39343 3.55517 0.96668
O 2.75057 -1.82683 0.20168
H 2.12757 -2.16483 -0.46132
H 3.39257 -2.45283 0.32968
O -1.04543 2.82617 -1.76832
H -0.20543 2.96817 -2.19332
H -0.90543 2.33817 -0.93132
O 0.25557 0.42417 -3.62832
H -0.32243 -0.27883 -3.32032
H 0.67457 0.73817 -2.82732
O -1.86243 -2.69483 -1.39532
H -2.22043 -1.94883 -1.87732
H -2.18143 -2.66583 -0.48832
O 3.28557 3.00517 0.00868
H 2.69357 2.41317 0.52168
H 3.78457 3.48317 0.65068
O 2.27357 0.70617 1.42168
H 2.98457 0.23917 0.95468
H 1.59557 0.75817 0.70568
O 1.40557 -2.74883 -1.96732
H 0.81757 -3.46283 -2.16732
H 1.78257 -2.33883 -2.75532
O 0.84657 3.30617 1.59068
H 0.60457 4.16117 1.15468
H 0.58357 2.57417 0.99668
O 2.39757 0.54117 -1.75432
H 3.13457 0.69417 -1.18732
H 1.93957 -0.18783 -1.36432
O -1.08143 0.78817 3.19868
H -1.09943 0.63017 2.24268
H -0.18243 0.79017 3.42868

Cartesian forces (eV/Å) of the 3 atoms listed first:
-3.057 -0.927 1.354
1.771 -0.589 -1.193
1.202 0.478 -0.415

Maximum force = 3.47 eV/A
Kohn-Sham gap = 9.49 eV
Electronic energy = -36319.01711 eV
Charge = -1

Entry from OMol25: one molecule with the formula H2NP at a distorted geometry (the ωB97M-V functional and the def2-TZVPD basis).

Geometry (Å):
H 0.16396 1.36367 -0.74652
N 0.48886 0.27361 -0.59822
P -0.61162 -0.24412 0.41011
H -0.04120 -1.39315 0.93463

Cartesian forces (eV/Å) of the 3 atoms listed first:
0.874 -3.402 -0.206
-0.924 3.256 0.413
-0.471 1.226 -0.030

Maximum force = 3.52 eV/A
Kohn-Sham gap = 9.04 eV
SMILES = [H]/N=P/[H]
Electronic energy = -10809.55296 eV
Charge = 0

> Number 3 is which compound?

C25H21BeBr2N6SeSi